Computed, not measured: a 2-piece molecular cluster, C5H13NO2 overall in a non-equilibrium geometry, with the ωB97M-V functional and the def2-TZVPD basis.

Its HOMO-LUMO gap (spin up / spin down) is 0.376 / 0.189 hartree. As for the HOMO energy (spin up / spin down): -0.534 / -0.534 Ha. The lowest unoccupied orbital energy (spin up / spin down) is -4.31 / -9.39 eV. Its spin multiplicity is 2. The charge is +1.

Each line ends with the Löwdin charge.
Cartesian coordinates (Å):
O: 2.88 -0.11 -1.83  -0.059
O: -0.19 0.95 2.54  0.382
N: -0.09 -1.26 2.94  0.248
C: -0.88 0.43 -0.38  -0.407
C: -0.24 -0.19 2.11  -0.357
C: -1.63 -0.04 -1.68  -0.024
C: 0.30 1.26 -0.75  -0.091
C: -0.47 -0.60 0.68  -0.069
H: 0.11 -1.07 3.91  0.150
H: 0.85 1.66 0.12  0.091
H: 0.44 -1.11 0.29  0.167
H: -1.63 1.05 0.27  0.166
H: -0.49 -2.18 2.73  0.159
H: -1.46 -1.15 -1.85  0.104
H: -2.69 -0.02 -1.45  0.078
H: -1.22 -1.40 0.72  0.147
H: -1.29 0.50 -2.54  0.076
H: 2.75 0.38 -1.02  0.012
H: 3.80 0.04 -2.08  0.057
H: 0.09 2.14 -1.35  0.100
H: 1.06 0.72 -1.37  0.071

Computed, not measured: C2H3N3O as an isolated structure in a non-equilibrium geometry, with the ωB97M-V functional and the def2-TZVPD basis.

Its HOMO-LUMO gap is 0.348 hartree. As for the HOMO energy: -0.323 Ha. The lowest unoccupied orbital energy is 0.70 eV.

Each line ends with the Löwdin charge.
Cartesian coordinates (Å):
O: 0.12 -1.18 -0.19  0.126
N: -1.88 -0.34 0.11  0.119
N: 0.10 0.98 -0.10  0.092
N: 1.46 0.50 0.06  0.106
C: 1.30 -0.72 0.00  -0.302
C: -0.62 -0.11 0.00  -0.619
H: 0.05 2.10 -0.10  0.238
H: -2.49 0.44 -0.15  0.040
H: 1.96 -1.67 0.37  0.201

Computed, not measured: a 2-piece molecular cluster, C7H18NOP overall in a non-equilibrium geometry, with the ωB97M-V functional and the def2-TZVPD basis.

Its HOMO-LUMO gap is 0.330 hartree. As for the HOMO energy: -0.303 Ha. The lowest unoccupied orbital energy is 0.74 eV. As for the SMILES: CC(C)=CC(C)C.NPO.

Each line ends with the Löwdin charge.
Cartesian coordinates (Å):
P: -3.98 1.79 0.83  0.680
O: -4.24 0.16 0.65  -0.406
N: -2.68 1.91 -0.27  -0.230
C: 2.07 1.45 0.08  -0.033
C: 0.66 1.07 2.13  -0.053
C: 0.67 -0.65 0.32  -0.055
C: 1.37 -1.41 -0.85  -0.458
C: 1.05 0.52 0.78  -0.315
C: 0.53 -1.14 -2.11  -0.060
C: 1.55 -2.82 -0.60  -0.122
H: 1.14 1.99 2.30  0.061
H: -0.40 1.21 2.21  0.064
H: 0.95 0.43 2.90  0.059
H: 2.04 -3.30 -1.56  0.127
H: -2.25 2.84 -0.26  0.036
H: -2.08 1.19 -0.01  -0.044
H: 0.37 -0.13 -2.29  0.058
H: 1.80 2.40 -0.10  0.035
H: -4.40 -0.49 1.37  0.066
H: 1.06 -1.48 -2.95  0.063
H: 0.57 -3.34 -0.59  0.081
H: -0.40 -1.65 -2.02  0.073
H: -0.10 -1.07 0.97  0.120
H: -4.96 2.13 -0.04  -0.101
H: 1.97 -3.05 0.40  0.091
H: 2.37 -0.98 -1.00  0.121
H: 2.40 1.04 -0.95  0.103
H: 2.92 1.39 0.63  0.043

Computed, not measured: a 2-piece molecular cluster, C7H15N4 overall in a non-equilibrium geometry, with the ωB97M-V functional and the def2-TZVPD basis.

Its HOMO-LUMO gap is 0.322 hartree. As for the HOMO energy: -0.531 Ha. The lowest unoccupied orbital energy is -5.69 eV. The charge is +1.

Each line ends with the Löwdin charge.
Cartesian coordinates (Å):
N: -0.06 -2.42 0.56  0.094
N: -2.00 0.82 0.74  0.184
N: -3.25 0.67 0.57  -0.040
N: -3.65 -0.07 -0.40  0.111
C: -2.53 -0.39 -1.08  0.017
C: 1.01 0.55 0.00  -0.543
C: 0.77 1.90 -0.68  -0.028
C: 2.32 -0.10 -0.64  -0.044
C: -0.15 -0.19 -0.66  0.097
C: -1.45 0.10 -0.31  -0.272
C: 1.18 0.55 1.53  -0.029
H: 2.54 -1.04 -0.10  0.077
H: 2.24 -0.31 -1.67  0.060
H: 3.30 0.50 -0.57  0.126
H: 0.01 -0.49 -1.62  0.118
H: 1.70 2.58 -0.47  0.156
H: -0.14 2.43 -0.40  0.088
H: 2.17 0.92 1.86  0.099
H: -0.34 -2.97 -0.31  0.099
H: 0.46 1.18 2.00  0.061
H: 0.69 1.80 -1.71  0.070
H: -3.93 0.96 1.30  0.209
H: -2.34 -0.92 -1.90  0.086
H: 0.86 -2.70 0.76  0.022
H: 1.23 -0.60 1.84  0.116
H: -0.63 -2.74 1.34  0.066

What calculated total energy values result from the calculations? In sequence: -10971.3653, -8637.3794, -20375.6859, -13452.9392 eV.
What molar mass values result from the calculations? In sequence: 119.16, 85.07, 163.20, 155.22 g mol⁻¹.
What ΔE to the lowest compared entry with this formula, charge and spin values result from the calculations? In sequence: 140.6, 300.6, 195.8, 324.6 kJ/mol.